1.
Molecular formula: H10O5
Method: DFT, ωB97M-V with the def2-TZVPD basis set

Geometry as XYZ:
```
15
Properties=species:S:1:pos:R:3
O 0.77723 -1.10193 -0.55188
H 0.82346 -0.23309 -0.96658
H 1.44270 -1.62014 -1.01836
O -2.58051 -1.92968 0.03810
H -2.57022 -0.99274 0.26400
H -2.69367 -1.93891 -0.91903
O 3.00201 0.08104 -0.01904
H 3.40130 0.24640 0.84248
H 3.73483 -0.23274 -0.56081
O -1.44328 2.74997 -0.27078
H -1.35821 2.10951 0.44445
H -2.18455 2.42204 -0.79229
O 0.02407 -0.22243 1.16857
H -0.35983 0.26819 0.43311
H -0.01535 0.39451 1.90804
```

Results
orbital gap	0.3761	Ha
ΔE to the lowest compared entry with this formula, charge and spin	2.7901	eV

***

2.
Molecular formula: H10O5
Method: DFT, ωB97M-V with the def2-TZVPD basis set

Geometry as XYZ:
```
15
Properties=species:S:1:pos:R:3
O 1.20360 -0.32849 2.48716
H 1.57271 -0.06174 1.60317
H 1.94523 -0.12190 3.07730
O 2.14852 0.13447 -0.05096
H 3.15771 0.12285 0.11921
H 1.94060 0.47623 -0.93171
O -0.85839 -0.73069 0.18929
H -0.03485 -0.66557 -0.15268
H -0.60160 -1.05923 1.02514
O -1.42002 2.03298 0.64846
H -1.45486 1.09053 0.53372
H -1.86711 2.43883 -0.10168
O -1.66482 -0.84234 -2.98143
H -2.46937 -1.24437 -3.35578
H -1.59733 -1.24156 -2.10920
```

Results
orbital gap	0.3974	Ha
ΔE to the lowest compared entry with this formula, charge and spin	1.2728	eV

***

3.
Molecular formula: H10O5
Method: DFT, ωB97M-V with the def2-TZVPD basis set

Geometry as XYZ:
```
15
Properties=species:S:1:pos:R:3
O -0.41366 0.32008 0.13327
H -0.44195 0.95019 -0.60680
H 0.47356 0.27470 0.62815
O -2.81979 0.02995 -1.29752
H -3.55793 0.07524 -1.85110
H -2.50135 -0.86848 -1.49353
O -0.88540 -1.17875 2.19092
H -0.28684 -1.37673 1.46925
H -0.59380 -0.24389 2.26442
O 1.47614 2.82835 0.13266
H 1.08811 3.68237 0.06558
H 2.33278 2.87158 -0.31726
O 2.39351 -2.04214 -0.95474
H 2.65483 -2.50542 -0.15061
H 2.82612 -2.51951 -1.64480
```

Results
orbital gap	0.4062	Ha
ΔE to the lowest compared entry with this formula, charge and spin	1.8933	eV

***

4.
Molecular formula: H10O9SZn
Method: DFT, ωB97M-V with the def2-TZVPD basis set

Geometry as XYZ:
```
21
Properties=species:S:1:pos:R:3
Zn -6.56391 6.95880 0.65679
S -5.35102 3.01003 2.32007
O -5.89300 4.14992 1.63818
O -5.68592 2.94367 3.69521
O -5.85951 1.85547 1.60640
O -3.89376 3.06795 2.12597
O -7.54348 9.76148 -0.20127
H -7.49254 10.66199 0.11923
H -7.98889 9.83209 -1.04558
O -3.63207 7.26716 0.17133
H -3.07549 8.04349 0.10990
H -3.02325 6.54816 0.34043
O -6.24656 7.99739 3.28689
H -6.83729 7.80109 4.01404
H -5.52224 8.47696 3.68888
O -9.40680 6.39095 1.06218
H -9.93034 6.53103 1.85117
H -10.01443 5.99354 0.43840
O -6.62370 6.15451 -2.19304
H -7.57204 6.19525 -2.31651
H -6.32688 5.50219 -2.82756
```

Results
orbital gap	0.1230	Ha
ΔE to the lowest compared entry with this formula, charge and spin	5.6828	eV

***

5.
Molecular formula: H11NO4
Method: DFT, ωB97M-V with the def2-TZVPD basis set

Geometry as XYZ:
```
16
Properties=species:S:1:pos:R:3
N -1.15171 -0.00769 -1.27191
H -0.42001 -0.20436 -0.59528
H -1.00497 -0.40922 -2.17733
H -2.03546 -0.29451 -0.92167
O 0.21708 3.07471 -0.88217
H 0.44698 2.48421 -0.15715
H -0.05654 2.40759 -1.52573
O 1.47258 -0.04738 1.48621
H 0.62737 0.20568 1.88572
H 2.00467 0.73362 1.71659
O -1.52153 -0.86926 1.56144
H -1.36191 -1.57333 2.20081
H -2.44899 -0.69293 1.75679
O 1.67691 -1.57398 -1.38535
H 1.70559 -0.83377 -0.76104
H 1.84996 -2.39938 -0.92993
```

Results
orbital gap	0.3592	Ha
ΔE to the lowest compared entry with this formula, charge and spin	1.0875	eV

***

6.
Molecular formula: H11O5S
Method: DFT, ωB97M-V with the def2-TZVPD basis set

Geometry as XYZ:
```
17
Properties=species:S:1:pos:R:3
S 0.70877 -0.51973 0.37270
H 1.80910 -0.90901 -0.37902
H 0.00491 -2.83303 -0.36501
H 1.18533 -4.00415 0.05580
O 0.46079 -3.75120 -0.59725
H -3.75127 2.38303 -2.24163
H -4.40577 1.84892 -0.99695
O -4.49796 2.58118 -1.67389
H 1.20082 -0.98616 -2.99614
H -0.18611 -0.83085 -2.31177
O 0.20824 -0.81758 -3.24762
H 0.81259 3.04455 0.96437
H 0.21952 1.65218 1.09859
O 0.36065 2.47357 1.54463
H 1.46420 1.18307 2.94392
H 1.59789 -0.30144 3.04651
O 2.05685 0.52260 3.37639
```

Results
charge	-1
orbital gap	0.2727	Ha
ΔE to the lowest compared entry with this formula, charge and spin	1.5569	eV

***

7.
Molecular formula: H11O6
Method: DFT, ωB97M-V with the def2-TZVPD basis set

Geometry as XYZ:
```
17
Properties=species:S:1:pos:R:3
O 0.82775 -1.62052 -0.73328
H 1.22484 -2.48761 -0.72889
O 2.17162 0.14426 -2.42924
H 1.65616 -0.30749 -1.71079
H 3.01024 -0.29794 -2.27680
O -0.37726 0.73187 0.32917
H -0.52338 0.16530 1.08082
H -0.06947 0.08498 -0.34215
O -0.49564 -2.22880 1.68046
H -0.01521 -1.53892 2.13118
H -0.06756 -2.12681 0.78477
O 0.83674 4.91722 1.30621
H -0.03209 5.26502 1.12193
H 1.36741 5.69770 1.06149
O -3.11978 -1.87420 -0.13187
H -3.45167 -2.71234 -0.48845
H -2.15597 -1.97951 -0.19420
```

Results
charge	-1
orbital gap	0.2787	Ha
ΔE to the lowest compared entry with this formula, charge and spin	1.4861	eV

***

8.
Molecular formula: H12LiO14S2
Method: DFT, ωB97M-V with the def2-TZVPD basis set

Geometry as XYZ:
```
29
Properties=species:S:1:pos:R:3
Li 4.60223 9.13000 -17.68388
S 5.14510 11.92405 -20.47000
O 4.11546 12.36305 -21.45487
O 5.60594 10.64990 -20.94436
O 6.27483 12.86230 -20.39873
O 4.56571 11.79230 -19.11448
S 1.76000 6.94995 -20.55674
O 2.44275 7.36802 -19.30088
O 2.35148 7.59612 -21.71534
O 1.85173 5.48698 -20.64130
O 0.39270 7.39855 -20.38589
O 6.43114 13.50161 -15.99088
H 6.05605 12.91427 -16.64706
H 6.90431 14.15958 -16.50022
O 5.39829 5.12876 -19.13466
H 4.51024 5.45956 -19.26953
H 5.84062 5.28135 -19.96970
O 1.03306 7.12922 -15.76502
H 1.33258 7.42429 -16.62494
H 0.71982 7.92448 -15.33411
O 4.46152 8.75365 -14.74923
H 5.10682 9.04721 -14.10608
H 4.05010 7.98977 -14.34493
O 7.56485 8.92761 -17.58331
H 7.91145 8.15738 -17.13293
H 8.24502 9.16294 -18.21435
O 0.86896 11.24285 -18.08306
H 1.82183 11.27355 -18.16863
H 0.63280 12.09718 -17.72172
```

Results
charge	-3
orbital gap	0.1012	Ha
ΔE to the lowest compared entry with this formula, charge and spin	2.0854	eV

***

- What is the formula in the sixth record?
  H11O5S